[1]
C7H9N2O3P in the gas phase, computed with ωB97M-V with the def2-TZVPD basis set.

Last column: Löwdin charge in e.
Cartesian coordinates (Å):
C  1.05  -1.11  3.10  -0.08
H  -0.69  -1.88  -2.25  0.13
H  -1.62  3.00  -2.22  0.14
O  0.78  -1.77  1.85  -0.21
O  -1.06  0.60  -3.32  -0.02
H  0.23  -0.91  3.69  0.07
N  -0.44  0.16  0.09  -0.02
N  0.67  -1.88  -0.70  -0.07
C  0.04  -1.27  -1.78  -0.18
O  2.15  -0.03  0.64  -0.24
H  1.55  -0.24  2.88  0.05
P  0.93  -0.85  0.53  0.58
H  1.68  -1.72  3.65  0.07
H  1.05  -2.77  -0.94  0.13
C  -1.49  2.15  -1.55  0.02
C  -1.11  0.93  -2.12  -0.45
H  -1.42  3.27  0.16  0.08
H  0.78  -0.92  -2.55  0.15
H  -0.42  1.55  1.60  0.08
C  -1.32  2.32  -0.22  -0.04
C  -0.68  1.39  0.65  -0.04
C  -0.66  -0.03  -1.22  -0.14

Summary:
- ΔE to the lowest compared entry with this formula, charge and spin (eV) = 2.613
- E_LUMO (eV) = -0.13
- HOMO-LUMO gap (eV) = 7.81

***

[2]
C7H9N3O in the gas phase, computed with ωB97M-V with the def2-TZVPD basis set.

Last column: Löwdin charge in e.
Cartesian coordinates (Å):
H  1.33  -3.66  -0.81  0.12
H  -1.63  2.37  -1.24  0.09
O  -1.16  2.81  0.81  -0.04
N  -0.48  0.73  0.12  0.20
H  2.13  -0.67  -1.43  0.11
H  2.04  -2.40  0.41  0.07
H  0.23  -1.89  2.12  0.13
C  1.41  -2.60  -0.40  -0.10
H  -0.72  -2.07  -0.94  0.13
C  -0.05  -0.53  0.45  -0.23
N  -0.88  1.20  2.37  0.08
C  0.18  -1.63  -0.55  -0.20
H  -1.96  4.05  -0.83  0.05
H  1.12  -1.84  -2.46  0.08
C  -1.30  3.27  -0.63  -0.01
N  -0.54  0.00  2.73  0.04
H  -0.36  3.65  -1.12  0.10
C  -0.06  -0.86  1.79  -0.08
C  -0.74  1.60  1.12  -0.44
C  1.43  -1.53  -1.48  -0.11

Summary:
- SMILES string = COc1nncc(C2CC2)n1
- ΔE to the lowest compared entry with this formula, charge and spin (eV) = 3.076
- E_LUMO (eV) = 0.15
- HOMO-LUMO gap (eV) = 9.17

***

[3]
A molecular structure, C7H9N3O2, computed with ωB97M-V with the def2-TZVPD basis set.

Last column: Löwdin charge in e.
Cartesian coordinates (Å):
C  1.38  0.58  -0.91  -0.04
C  0.10  0.18  -0.29  -0.44
H  -2.03  0.64  -0.70  0.07
C  0.45  -3.24  1.66  -0.10
O  3.02  -2.92  2.28  0.05
C  -0.58  1.11  0.78  -0.04
N  -0.83  -3.09  1.32  0.02
C  1.22  -2.16  1.34  0.00
N  -1.00  -1.97  0.62  -0.02
C  -1.10  1.05  -0.62  -0.06
H  1.18  0.69  -2.05  0.11
H  1.65  1.56  -0.52  0.09
H  -1.10  0.82  1.66  0.10
H  0.03  2.05  0.94  0.12
H  -0.86  1.71  -1.39  0.10
H  2.19  -0.26  -0.69  0.11
H  0.66  -4.11  2.19  0.10
N  2.56  -2.06  1.53  -0.43
C  -0.06  -1.13  0.28  0.05
H  -1.89  -1.60  0.34  0.16
O  3.17  -1.12  1.02  0.03

Summary:
- ΔE to the lowest compared entry with this formula, charge and spin (eV) = 8.697
- E_LUMO (eV) = -0.16
- HOMO-LUMO gap (eV) = 8.31

***

[4]
A gas-phase ion, C7H9N4 (charge +1), computed with ωB97M-V with the def2-TZVPD basis set.

Last column: Löwdin charge in e.
Cartesian coordinates (Å):
H  -2.00  0.50  -0.68  0.13
H  2.42  -0.51  1.34  0.15
H  1.08  2.68  -0.33  0.17
C  2.41  -0.71  0.21  0.06
N  1.57  -0.97  -2.18  0.12
N  -0.30  -0.48  -0.04  -0.03
H  -1.36  2.52  1.05  0.15
H  -1.07  -1.51  -1.67  0.13
C  0.38  1.79  -0.19  -0.02
C  -1.45  0.43  0.21  -0.07
C  -0.41  -1.66  -0.88  0.02
H  -2.06  -0.01  0.94  0.13
C  0.67  0.56  -0.81  -0.26
N  1.00  0.26  -2.06  0.15
H  2.89  -0.15  -0.48  0.07
C  1.12  -1.74  -1.19  -0.27
H  -0.64  -2.47  -0.29  0.12
H  0.27  -0.68  0.82  0.18
N  1.73  -1.79  -0.03  0.07
C  -0.78  1.74  0.48  0.01

Summary:
- charge = +1
- SMILES string = C=NC1=NN=C2C=CC[N@H+]2C1
- ΔE to the lowest compared entry with this formula, charge and spin (eV) = 7.896
- E_LUMO (spin up / spin down) (eV) = -5.43 / -5.43
- HOMO-LUMO gap (spin up / spin down) (eV) = 7.81 / 7.81

***

[5]
2 unconnected molecules or ions with the total composition C7H9N4O2, computed with ωB97M-V with the def2-TZVPD basis set.

Last column: Löwdin charge in e.
Cartesian coordinates (Å):
H  -1.98  -1.59  -0.23  0.11
C  -0.12  -2.92  -0.18  -0.03
O  4.04  -0.54  0.21  0.12
C  -0.31  -0.40  -0.20  -0.20
N  -3.11  0.20  -0.09  0.22
H  -4.04  0.45  -0.14  0.05
H  -0.17  -3.33  -1.16  0.08
N  2.40  1.68  0.29  0.15
N  1.08  -0.19  -0.23  0.15
H  4.69  1.59  0.34  0.14
C  4.13  0.65  0.29  0.07
C  -2.33  1.18  -0.06  -0.43
H  0.87  -2.69  0.21  0.07
H  1.93  -0.76  -0.09  0.16
C  -0.92  0.89  0.02  -0.07
H  -0.74  -3.51  0.51  0.10
N  1.33  1.07  0.18  -0.21
H  -3.43  2.68  0.00  0.10
C  -0.88  -1.62  -0.25  -0.01
C  0.04  1.81  0.23  0.13
O  -2.54  2.48  -0.12  0.16
H  0.06  2.86  0.47  0.14

Summary:
- charge = +1
- ΔE to the lowest compared entry with this formula, charge and spin (eV) = 5.684
- E_LUMO (spin up / spin down) (eV) = -5.10 / -5.10
- HOMO-LUMO gap (spin up / spin down) (eV) = 7.32 / 7.32

***

[6]
A gas-phase ion, C7H9N4S (charge +1), computed with ωB97M-V with the def2-TZVPD basis set.

Last column: Löwdin charge in e.
Cartesian coordinates (Å):
H  -0.22  -1.98  -0.24  0.14
C  -0.33  -0.89  0.10  -0.37
H  -2.16  1.26  -1.26  0.05
N  0.62  -0.81  2.50  0.15
C  -2.33  0.22  -1.26  -0.45
N  2.24  0.74  2.16  0.15
N  1.70  1.08  -0.25  0.19
H  -0.19  -1.33  2.82  0.18
C  1.67  -0.04  3.04  -0.09
H  0.73  1.27  -2.15  0.14
N  0.02  -0.25  -1.22  -0.08
S  -2.23  -0.66  0.33  0.90
C  0.83  0.81  -1.23  0.01
C  -1.10  -0.30  -2.11  -0.20
H  -3.35  -0.03  -1.75  0.13
H  -1.29  -1.40  -2.28  0.14
H  2.30  1.87  -0.36  0.18
C  0.57  -0.44  1.20  -0.21
H  1.99  -0.06  4.02  0.11
C  1.59  0.50  0.99  -0.24
H  -1.07  0.44  -3.05  0.19

Summary:
- charge = +1
- SMILES string = C1=[NH+]c2nc[nH]c2[C@H]2SCCN12
- ΔE to the lowest compared entry with this formula, charge and spin (eV) = 0.000
- E_LUMO (eV) = -4.01
- HOMO-LUMO gap (eV) = 8.38

***

[7]
C7H9NO in the gas phase, computed with ωB97M-V with the def2-TZVPD basis set.

Last column: Löwdin charge in e.
Cartesian coordinates (Å):
H  -0.99  1.13  -1.94  0.09
C  -0.95  0.04  1.36  -0.07
C  1.94  1.13  0.05  0.13
N  1.69  -1.08  -0.17  0.13
H  -0.66  1.02  1.74  0.08
H  -0.40  -0.72  1.91  0.08
O  3.14  0.55  0.11  0.02
C  -0.61  -0.04  -0.16  -0.52
H  -0.59  2.09  -0.52  0.07
C  -1.13  1.22  -0.87  -0.08
H  3.78  -1.42  0.02  0.13
H  -2.23  -1.06  -1.36  0.05
C  2.95  -0.76  -0.02  -0.20
H  -2.01  -0.10  1.54  0.08
H  -2.19  1.35  -0.66  0.08
H  -1.28  -2.22  -0.24  0.05
C  -1.45  -1.24  -0.63  0.10
C  0.98  0.07  -0.15  -0.22

Summary:
- ΔE to the lowest compared entry with this formula, charge and spin (eV) = 6.052
- E_LUMO (spin up / spin down) (eV) = 0.29 / -1.78
- HOMO-LUMO gap (spin up / spin down) (eV) = 9.56 / 6.50

***

[8]
A molecular structure, C7H9NO, computed with ωB97M-V with the def2-TZVPD basis set.

Last column: Löwdin charge in e.
Cartesian coordinates (Å):
H  -2.15  -0.47  -2.75  0.27
N  0.81  -0.28  -0.08  0.03
H  2.18  1.46  -1.80  0.20
H  -0.38  -2.70  -1.68  0.09
H  -1.99  -1.22  1.45  0.03
H  -0.89  0.66  2.82  0.14
C  0.68  0.35  1.20  -0.42
C  -0.35  0.08  1.98  -0.07
C  1.78  1.46  1.01  -0.14
C  -1.17  -0.76  1.11  0.00
C  -0.94  -1.78  -1.42  -0.24
H  2.74  0.84  1.30  0.10
H  0.23  2.17  -0.77  0.15
H  1.78  2.47  2.06  0.20
H  -2.26  -1.96  -1.17  0.18
C  1.25  1.40  -0.61  -0.02
C  -0.38  -0.89  -0.19  -0.25
O  -0.94  -0.82  -2.46  -0.24

Summary:
- ΔE to the lowest compared entry with this formula, charge and spin (eV) = 11.387
- E_LUMO (eV) = 0.12
- HOMO-LUMO gap (eV) = 7.79

***

[9]
2 unconnected molecules or ions with the total composition C7H9NO2, computed with ωB97M-V with the def2-TZVPD basis set.

Last column: Löwdin charge in e.
Cartesian coordinates (Å):
H  -1.02  1.10  -1.85  0.10
H  0.93  -3.08  1.00  0.11
O  1.35  -1.37  -0.32  -0.23
N  1.46  1.29  0.46  0.08
H  0.49  -3.13  -0.79  0.07
C  0.69  0.37  0.25  -0.04
H  3.20  0.29  0.19  0.09
C  2.91  1.36  0.25  -0.07
C  -0.74  0.38  0.14  -0.25
H  -3.50  0.45  1.51  0.12
H  3.17  1.64  -0.81  0.10
O  -1.63  0.15  1.14  0.04
H  3.37  2.16  0.88  0.09
H  -3.63  1.09  -1.38  0.12
C  -2.83  0.76  -0.70  -0.03
C  -2.88  0.38  0.65  -0.07
H  -0.42  -2.11  0.30  0.03
C  -1.46  0.72  -0.98  -0.02
C  0.55  -2.46  0.07  -0.22

Summary:
- ΔE to the lowest compared entry with this formula, charge and spin (eV) = 5.054
- E_LUMO (spin up / spin down) (eV) = 0.47 / 0.47
- HOMO-LUMO gap (spin up / spin down) (eV) = 9.36 / 9.36

***

[10]
C7H9NO2 in the gas phase, computed with ωB97M-V with the def2-TZVPD basis set.

Last column: Löwdin charge in e.
Cartesian coordinates (Å):
H  -1.59  1.37  -1.49  0.09
O  -0.23  2.29  -1.90  -0.10
H  1.45  -2.41  0.65  0.02
C  1.26  -1.73  0.11  -0.01
C  -1.46  0.13  2.08  0.01
C  0.23  -0.81  0.26  -0.14
H  2.81  -1.89  -1.44  0.23
C  0.26  0.20  -0.66  -0.13
H  1.69  0.35  -2.22  0.03
C  -0.71  1.38  -1.02  -0.27
H  -0.90  1.88  -0.13  0.08
C  1.28  -0.10  -1.52  -0.01
H  0.63  2.86  -1.29  0.25
C  -0.85  -1.11  1.33  -0.35
H  -0.68  0.92  2.29  0.11
O  -1.21  -2.21  1.62  0.09
H  -2.16  0.44  1.39  0.05
N  1.98  -1.25  -0.98  0.03
H  -1.79  -0.31  2.92  0.03

Summary:
- SMILES string = CC(=O)c1c[nH]cc1CO
- ΔE to the lowest compared entry with this formula, charge and spin (eV) = 5.433
- E_LUMO (eV) = 0.54
- HOMO-LUMO gap (eV) = 9.12

***

[11]
C7H9NO2 in the gas phase, computed with ωB97M-V with the def2-TZVPD basis set.

Last column: Löwdin charge in e.
Cartesian coordinates (Å):
H  0.34  -1.52  -2.83  0.12
C  -1.80  -0.16  2.17  -0.17
C  0.14  -0.07  -1.23  -0.27
H  -1.14  -0.27  -2.80  0.15
H  -1.77  -2.09  2.56  0.13
H  -1.40  0.28  3.05  0.08
H  0.80  1.26  2.27  0.10
C  0.48  0.97  1.27  -0.05
H  2.72  1.27  0.53  0.18
C  -0.64  0.16  1.02  -0.20
O  2.59  0.55  -1.74  0.02
C  1.31  0.59  -0.88  -0.21
C  1.55  1.06  0.32  -0.05
H  -1.93  -0.84  -0.43  0.17
H  -2.69  0.49  1.72  0.15
N  -0.03  -0.51  -2.63  0.00
C  -0.81  -0.47  -0.22  -0.01
H  2.36  0.07  -2.43  -0.03
O  -2.39  -1.49  2.00  -0.12

Summary:
- SMILES string = Nc1cc(CO)ccc1O
- ΔE to the lowest compared entry with this formula, charge and spin (eV) = 4.125
- E_LUMO (eV) = 0.67
- HOMO-LUMO gap (eV) = 9.47

***

[12]
2 unconnected molecules or ions with the total composition C7H9NO2, computed with ωB97M-V with the def2-TZVPD basis set.

Last column: Löwdin charge in e.
Cartesian coordinates (Å):
H  0.46  -0.20  -1.66  0.11
C  -0.40  -0.11  -1.02  -0.19
O  2.94  -0.87  -0.16  0.08
H  -3.55  0.03  1.03  0.07
H  -2.47  -2.13  0.35  0.12
C  1.00  -0.26  1.39  -0.01
H  1.43  0.30  2.31  0.12
C  2.04  -0.16  0.30  -0.46
H  2.47  1.11  -1.09  0.10
N  -0.97  -1.29  -0.78  0.08
H  0.94  -1.24  1.80  0.07
C  -1.97  1.23  0.23  -0.07
H  -2.14  2.22  0.79  0.14
C  -2.07  -1.16  -0.04  -0.17
O  1.98  1.18  -0.27  -0.02
H  -0.08  0.24  1.06  0.11
C  -2.71  0.01  0.44  -0.03
H  -0.19  1.98  -0.68  0.09
C  -0.79  1.13  -0.49  -0.14

Summary:
- SMILES string = c1ccncc1.CC(=O)O
- ΔE to the lowest compared entry with this formula, charge and spin (eV) = 2.172
- E_LUMO (eV) = 0.49
- HOMO-LUMO gap (eV) = 10.12